46
Properties=species:S:1:pos:R:3:forces:R:3 method="wB97M-V/def2-TZVPD" smiles="Cc1ccnc(NC(=O)c2cccc(NS(=O)(=O)c3ccccc3C)c2)c1" e_above_lowest_kcal_mol=25.9
C -2.309498 4.065307 4.620852 -0.002 -0.013 0.020
C -2.722698 3.621311 3.254328 -0.148 -0.006 -0.317
C -2.241122 2.441975 2.707686 0.037 0.002 0.067
C -2.669031 2.076671 1.433502 -0.134 0.367 0.253
N -3.516388 2.805233 0.712363 0.126 -0.394 -0.250
C -3.971511 3.929099 1.240593 -0.042 0.180 0.160
C -3.612520 4.381661 2.495617 0.077 -0.082 0.037
H -4.013424 5.305995 2.881791 -0.058 0.110 0.014
H -4.658858 4.485838 0.617153 -0.056 0.110 0.022
N -2.264322 0.915820 0.784438 -0.136 -0.181 -0.300
C -1.371396 -0.034973 1.194020 -0.136 0.129 -0.125
O -0.753914 0.016100 2.235409 0.171 -0.021 0.161
C -1.185261 -1.138920 0.204916 0.126 -0.350 -0.199
C 0.075279 -1.715359 0.139617 -0.287 -0.051 0.059
C 0.357081 -2.690603 -0.811534 -0.838 0.373 0.288
C -0.669094 -3.152437 -1.634959 0.190 -0.026 0.090
C -1.941801 -2.623373 -1.519589 -0.001 0.000 -0.053
C -2.203302 -1.598645 -0.627370 0.066 0.080 0.116
H -3.203347 -1.197676 -0.556395 -0.093 0.044 0.012
H -2.733837 -3.003185 -2.147594 -0.055 -0.038 -0.043
H -0.467511 -3.934272 -2.353440 0.023 -0.073 -0.106
N 1.651901 -3.161489 -0.937119 0.963 0.230 0.061
H 1.815458 -3.840477 -1.663930 0.208 0.048 -0.104
S 2.977316 -2.140019 -0.678941 -0.058 -0.477 -0.381
O 3.241408 -2.051646 0.720883 -0.313 0.257 0.093
O 4.001225 -2.678748 -1.527550 -0.080 0.044 -0.095
C 2.397953 -0.542272 -1.259596 0.297 -0.397 0.292
C 2.343944 0.474169 -0.323673 0.065 0.121 0.170
C 1.848633 1.714607 -0.681926 0.036 -0.037 0.005
C 1.418504 1.922304 -1.982966 -0.007 0.010 0.035
C 1.499812 0.904353 -2.916095 0.043 -0.130 0.072
C 1.992283 -0.352410 -2.573191 -0.026 0.025 -0.198
C 2.061430 -1.447975 -3.588024 0.008 -0.039 -0.156
H 1.145039 -2.039020 -3.560647 -0.069 -0.076 -0.033
H 2.907410 -2.098912 -3.383817 -0.032 -0.031 -0.200
H 2.160673 -1.031363 -4.587877 -0.013 -0.008 -0.051
H 1.174655 1.079624 -3.931184 -0.016 -0.007 -0.109
H 1.023191 2.884125 -2.273706 -0.035 0.086 -0.026
H 1.794152 2.507697 0.046981 0.003 0.065 0.083
H 2.686797 0.268846 0.677883 -0.027 0.051 0.148
H 0.837655 -1.403792 0.833768 -0.022 0.068 0.145
H -2.685499 0.821211 -0.130354 0.129 0.008 0.114
H -1.551598 1.813070 3.244529 0.036 -0.026 0.025
H -1.538808 3.413955 5.023481 0.047 0.000 0.076
H -1.932522 5.086376 4.590320 0.037 0.046 0.048
H -3.167044 4.048721 5.292883 -0.009 0.010 0.078